{"formula": "C5H8N2", "method": "ωB97M-V/def2-TZVPD", "species": ["C", "C", "C", "N", "C", "C", "N", "H", "H", "H", "H", "H", "H", "H", "H"], "xyz": [[-0.757274, -1.477175, -0.178637], [0.185471, -0.595252, 0.574905], [1.783685, 0.355957, -0.571712], [0.350646, 0.944046, -0.322459], [-0.304513, 0.728892, 0.976010], [-1.729374, 1.036762, 0.929455], [-2.872587, 1.212990, 0.938557], [-1.185604, -2.141822, 0.583587], [-0.221559, -2.119946, -0.889909], [-1.601388, -0.998284, -0.702789], [2.005409, 1.040345, -1.368406], [2.453173, 0.524651, 0.278442], [2.022064, -0.664511, -0.944916], [-0.322785, 0.900526, -1.096522], [0.194636, 1.252820, 1.794395]], "forces_ev_per_angstrom": [[-0.1607, -0.0334, 0.0123], [-0.9393, -0.6061, 0.9067], [0.0660, 1.1969, -0.7241], [0.9028, -1.2282, -0.3212], [0.1306, -0.4278, 0.3021], [-0.9616, 0.2450, -0.0700], [0.9693, -0.1473, -0.0304], [0.0364, 0.0086, -0.1137], [-0.0696, 0.1406, 0.1696], [0.0596, 0.0110, 0.1026], [1.0639, 0.3482, -0.6033], [-0.5694, 0.2269, -0.1667], [-1.0648, 0.4793, 0.3713], [0.6462, -0.0907, 0.2635], [-0.1095, -0.1230, -0.0989]], "mulliken_charge": [-1.01, -0.10, -0.76, -0.38, 0.23, -0.15, -0.44, 0.31, 0.29, 0.38, 0.43, 0.26, 0.26, 0.36, 0.31], "homo_energy_ev": -7.99, "orbital_gap_ev": 8.859, "de_lowest_ev": 5.324, "energy_ha": -304.6399, "e_lumo_ha": 0.0318}

{"formula": "C22H28N4O5", "method": "ωB97M-V/def2-TZVPD", "species": ["C", "C", "H", "H", "O", "C", "O", "N", "C", "H", "C", "N", "C", "C", "N", "C", "H", "C", "N", "C", "C", "C", "C", "C", "C", "O", "C", "H", "H", "H", "H", "H", "H", "H", "C", "C", "H", "H", "H", "H", "H", "H", "H", "C", "O", "C", "O", "C", "H", "C", "H", "H", "H", "H", "H", "H", "H", "H", "H"], "xyz": [[-3.164033, -2.828098, -3.197751], [-3.056527, -1.383373, -2.733698], [-2.005268, -1.101835, -2.614679], [-3.545474, -0.703039, -3.433516], [-3.735233, -1.177101, -1.495114], [-3.057524, -1.501090, -0.384736], [-1.918232, -1.910828, -0.370635], [-3.815971, -1.357155, 0.742468], [-3.126366, -1.344684, 2.014641], [-2.205291, -1.916400, 1.897299], [-2.845243, 0.128429, 2.426784], [-3.202985, 1.000293, 1.336405], [-2.350658, 1.731742, 0.601473], [-0.967721, 1.962655, 0.515590], [0.161785, 1.375894, 0.954002], [0.327887, -0.063613, 0.995625], [-0.638363, -0.560744, 0.992949], [1.096534, -0.535913, -0.255482], [2.352263, 0.145806, -0.438890], [3.517929, -0.356525, 0.134543], [3.503935, -1.368283, 1.092481], [4.671653, -1.904855, 1.608635], [5.893462, -1.429563, 1.185025], [5.941230, -0.433124, 0.220821], [4.781614, 0.094415, -0.319908], [4.779429, 1.042500, -1.312695], [6.005621, 1.445477, -1.867583], [5.748508, 2.146249, -2.660847], [6.638225, 1.952932, -1.131165], [6.552655, 0.599684, -2.296230], [6.904206, -0.085521, -0.117732], [6.812114, -1.829101, 1.586016], [4.615268, -2.688168, 2.349570], [2.564186, -1.757025, 1.450537], [2.133661, 1.574227, -0.512297], [1.418348, 2.075564, 0.751192], [1.225190, 3.144028, 0.669695], [2.048763, 1.883150, 1.626724], [3.078321, 2.096131, -0.632068], [1.505471, 1.785754, -1.384004], [1.243333, -1.614352, -0.219332], [0.472513, -0.315260, -1.129275], [0.880977, -0.319743, 1.905222], [-1.179424, 3.181709, -0.289257], [-0.487865, 4.121178, -0.613304], [-2.636483, 2.804308, -0.365180], [-3.608157, 3.112653, -1.023389], [-4.604367, 0.946189, 0.979877], [-5.201010, 1.372510, 1.795037], [-5.005418, -0.534288, 0.742055], [-5.520146, -0.652467, -0.208877], [-5.653859, -0.896748, 1.544166], [-4.758898, 1.545477, 0.083490], [-3.464609, 0.396225, 3.291441], [-1.800868, 0.283263, 2.692211], [-3.757342, -1.841489, 2.755761], [-4.207893, -3.122230, -3.276164], [-2.663190, -3.482475, -2.488394], [-2.690673, -2.933354, -4.169522]], "forces_ev_per_angstrom": [[-0.0520, 0.3187, 0.2890], [0.3825, -0.1611, -0.4567], [-0.1921, 0.0424, -0.0506], [0.0884, -0.0486, 0.1017], [-0.2045, 0.0734, 0.2972], [-0.2015, -0.1035, 0.1385], [0.4111, -0.0813, -0.2300], [-0.1595, -0.2133, -0.0535], [0.1756, -0.1742, -0.0240], [-0.1189, 0.0806, 0.0986], [0.0848, -0.0830, 0.1117], [0.1962, 0.1057, -0.2252], [0.2974, 0.1208, 0.4462], [-0.2497, -0.3586, -0.0376], [-0.2395, 0.2335, 0.1945], [0.0254, -0.3908, -0.1790], [0.0055, 0.0117, 0.0809], [-0.2757, -0.1440, 0.2686], [-0.0067, -0.1012, -0.3683], [0.1567, -0.0171, -0.0098], [-0.0413, 0.0968, -0.0731], [0.1706, -0.0716, 0.0528], [-0.0430, -0.0922, 0.0726], [0.0487, 0.1505, -0.1150], [0.0444, 0.1274, -0.0467], [-0.3093, -0.3822, 0.2812], [0.2197, 0.0865, -0.0952], [0.0782, -0.0399, 0.0435], [-0.0232, -0.0479, -0.0326], [-0.0163, 0.0271, 0.0341], [0.0575, 0.0666, -0.0714], [0.0781, -0.0354, 0.0338], [-0.0056, -0.0631, 0.0595], [-0.1198, 0.0265, 0.0064], [-0.0372, 0.4746, 0.3724], [0.4069, 0.2391, -0.3013], [0.0268, -0.0447, 0.0615], [0.0133, 0.0483, -0.0403], [-0.1225, 0.0104, -0.0246], [0.0331, 0.0548, 0.0030], [-0.0189, -0.0034, -0.0407], [-0.0234, -0.0582, 0.0482], [-0.0551, -0.0414, -0.0141], [0.4829, 0.5932, 0.0645], [-0.1689, -0.2819, -0.1045], [-0.6832, -0.0889, -0.6685], [0.2969, 0.1118, 0.3219], [-0.3546, 0.0663, -0.0951], [0.0084, 0.0062, -0.0692], [-0.1615, 0.0363, -0.0743], [-0.0464, 0.0369, 0.1677], [0.0009, 0.0176, -0.0798], [-0.0010, -0.0253, 0.1015], [0.1169, 0.0268, -0.0219], [-0.0443, -0.0067, 0.0405], [0.0590, 0.0300, -0.0140], [-0.0807, -0.0488, -0.0569], [0.0446, -0.0733, 0.0041], [0.0459, -0.0389, -0.1220]], "mulliken_charge": [-1.17, -0.10, 0.12, 0.37, -0.40, 0.84, -0.66, 0.03, -0.92, 0.44, -0.60, 0.02, 0.57, 0.83, -0.01, 0.96, -0.88, -1.73, 0.22, 1.05, -0.39, -1.07, -0.75, -0.43, 0.52, -0.37, -1.04, 0.25, 0.39, 0.37, 0.40, 0.38, 0.38, 0.34, -0.59, -1.11, 0.59, 0.37, 0.40, 0.30, 0.64, 0.30, 0.29, 0.15, -0.66, -0.05, -0.71, -0.87, 0.45, -0.67, 0.38, 0.28, 0.37, 0.38, 0.38, 0.37, 0.31, 0.31, 0.41], "homo_energy_ev": -7.28, "orbital_gap_ev": 7.884, "de_lowest_ev": 2.679, "energy_ha": -1450.3185, "smiles": "CCOC(=O)N1CCN(c2c(N3CCN(c4ccccc4OC)CC3)c(=O)c2=O)CC1", "e_lumo_ha": 0.0222}

{"formula": "C11H14N4", "method": "ωB97M-V/def2-TZVPD", "species": ["C", "C", "C", "C", "C", "C", "C", "C", "C", "C", "C", "N", "N", "N", "N", "H", "H", "H", "H", "H", "H", "H", "H", "H", "H", "H", "H", "H", "H"], "xyz": [[5.140227, -0.502883, 0.317694], [2.820009, -1.040115, 0.254474], [3.576524, 1.194337, -0.585153], [1.567702, -0.752306, -0.150425], [2.271718, 1.507883, -0.676058], [3.860243, -0.116906, 0.010074], [-0.011016, 1.057768, -0.579039], [-3.049882, 0.327431, -0.298742], [-2.179796, 1.428828, 0.157875], [-3.483407, -2.090113, -0.494105], [-0.832440, 0.043240, 1.469540], [6.183273, -0.782816, 0.665256], [1.273599, 0.512953, -0.552283], [-2.778886, -0.902520, -0.031821], [-0.835303, 0.890184, 0.362789], [3.119508, -2.019900, 0.542314], [4.378822, 1.789145, -0.738915], [0.729091, -1.464871, -0.117048], [1.896141, 2.428301, -0.847474], [-4.002341, 0.595904, -0.863418], [-0.388718, 1.605058, -1.474731], [-2.325197, 2.232364, -0.492664], [-2.636199, 1.737384, 1.138525], [-4.417140, -2.259738, 0.025989], [-4.066068, -1.803567, -1.426272], [-2.854893, -2.911906, -0.722358], [0.121386, -0.385620, 1.648570], [-1.579479, -0.758614, 1.172019], [-1.497480, 0.441094, 2.285380]], "forces_ev_per_angstrom": [[0.3383, 0.2627, 0.0245], [1.6173, 0.3687, -0.9430], [-1.2950, -4.3214, 2.2691], [-1.6176, 0.1591, 0.0356], [-0.2291, -3.6234, -0.0411], [-2.8197, 1.5699, -1.4159], [-0.6937, 0.0048, -1.4693], [-2.2130, -3.7950, -0.9656], [-1.4784, -0.5969, 2.2983], [-2.7141, 2.6917, -2.2710], [-1.2587, -0.7503, 1.9644], [1.9115, -0.5832, 0.5239], [1.8610, 1.3810, 0.4690], [-0.0823, 1.3137, -0.5798], [-1.5559, 1.3688, -0.3689], [-0.1761, -0.6416, 0.4553], [2.0634, 2.2994, -0.5979], [0.5574, 0.3664, -0.1414], [-0.9633, 2.9711, -0.8351], [1.2080, -0.0585, 0.5771], [0.8986, -0.2176, 0.7815], [0.7292, 1.4043, -1.1591], [0.8718, 0.0556, -0.6684], [0.4470, -0.6686, 1.3540], [1.1684, -0.3445, 0.1836], [0.4901, -0.7046, 0.3833], [0.5917, -0.0139, 0.9407], [0.7251, -0.0391, -0.4900], [1.6181, 0.1413, -0.3139]], "mulliken_charge": [-0.29, -0.53, -0.77, -0.46, -0.22, 0.90, -0.14, 0.07, -1.05, -0.98, -0.95, -0.20, 0.19, -0.26, 0.06, 0.51, 0.62, 0.71, 0.55, 0.44, 0.49, 0.48, 0.34, 0.37, 0.34, 0.34, 0.56, 0.49, 0.38], "homo_energy_ev": -16.43, "orbital_gap_ev": 6.861, "total_charge": 2, "de_lowest_ev": 2.155, "energy_ha": -645.8007, "smiles": "C/N=C/C/[N+](C)=C/[n+]1ccc(C#N)cc1", "e_lumo_ha": -0.3518}